Entry 1:
A cluster of 6 separate species, C18H34N2O21PS5 in total, computed with ωB97M-V/def2-TZVPD.

E_LUMO   -4.549 eV
Charge   +1

CARTESIAN COORDINATES (ANGSTROEM)
1 N -3.831 4.833 3.841
2 P -4.501 3.457 3.547
3 C -3.203 2.171 3.319
4 N -2.778 1.594 4.463
5 C -1.769 0.726 4.512
6 C -1.110 0.375 3.351
7 C -1.523 0.955 2.161
8 C -2.580 1.868 2.110
9 C -2.978 2.530 0.825
10 C -2.273 3.894 0.669
11 C -0.777 3.792 0.394
12 O -0.437 2.958 -0.697
13 H -4.107 5.227 4.730
14 H -5.333 2.958 4.572
15 H -5.278 3.387 2.386
16 H -3.241 1.840 5.326
17 H -1.489 0.314 5.463
18 H -0.292 -0.316 3.352
19 H -1.005 0.676 1.258
20 H -4.046 2.693 0.812
21 H -2.766 1.869 -0.009
22 H -2.370 4.392 1.633
23 H -2.774 4.492 -0.079
24 H -0.428 4.778 0.121
25 H -0.248 3.497 1.302
26 H -0.721 2.058 -0.539
27 C -3.161 3.336 -4.466
28 C -2.816 3.172 -3.000
29 O -3.837 3.922 -2.322
30 S -5.217 3.824 -3.138
31 O -6.014 2.805 -2.557
32 O -5.709 5.135 -3.329
33 O -4.594 3.267 -4.498
34 H -2.845 4.307 -4.851
35 H -2.751 2.544 -5.086
36 H -1.839 3.571 -2.741
37 H -2.882 2.126 -2.689
38 C -0.305 -4.035 1.136
39 C 0.444 -4.695 2.276
40 O 1.709 -4.005 2.300
41 S 1.511 -2.491 1.876
42 O 1.395 -1.683 3.043
43 O 2.438 -2.180 0.853
44 O 0.048 -2.639 1.248
45 H 0.029 -4.400 0.164
46 H -1.382 -4.143 1.221
47 H 0.617 -5.754 2.114
48 H -0.055 -4.543 3.234
49 C 5.218 -2.199 -1.045
50 C 6.039 -1.047 -1.586
51 O 7.160 -1.684 -2.212
52 S 6.708 -3.085 -2.841
53 O 6.427 -2.915 -4.221
54 O 7.597 -4.087 -2.388
55 O 5.315 -3.205 -2.064
56 H 5.641 -2.595 -0.120
57 H 4.176 -1.941 -0.888
58 H 6.392 -0.376 -0.808
59 H 5.490 -0.479 -2.341
60 C 7.116 -2.480 -7.495
61 C 7.972 -1.364 -8.056
62 O 9.071 -2.046 -8.672
63 S 8.571 -3.441 -9.283
64 O 8.293 -3.279 -10.663
65 O 9.432 -4.462 -8.816
66 O 7.178 -3.506 -8.497
67 H 7.523 -2.872 -6.562
68 H 6.082 -2.186 -7.344
69 H 8.346 -0.693 -7.289
70 H 7.442 -0.791 -8.821
71 C -5.869 -1.387 7.419
72 C -5.163 -0.155 6.893
73 O -4.005 -0.677 6.214
74 S -4.363 -2.112 5.562
75 O -4.669 -1.913 4.192
76 O -3.376 -3.034 5.978
77 O -5.714 -2.351 6.365
78 H -5.393 -1.774 8.321
79 H -6.926 -1.222 7.602
80 H -4.848 0.520 7.686
81 H -5.784 0.380 6.169

Entry 2:
A structure of composition C18H35BCl4CsF6KLiNO6P, computed with ωB97M-V/def2-TZVPD.

E_LUMO   -1.393 eV
Charge   -1

CARTESIAN COORDINATES (ANGSTROEM)
1 C -2.960 -2.352 -2.195
2 C -1.410 -2.313 -2.225
3 C -0.830 -1.108 -1.500
4 P -1.071 0.373 -2.476
5 O -2.593 0.800 -2.175
6 C -0.816 -0.056 -4.203
7 C -0.799 1.113 -5.177
8 C 0.049 1.772 -1.958
9 Cl 1.611 1.197 -1.428
10 C -0.551 2.667 -0.866
11 C -1.592 3.669 -1.373
12 H -3.396 -1.384 -1.982
13 H -3.329 -3.092 -1.493
14 H -3.293 -2.681 -3.178
15 H -1.019 -3.198 -1.732
16 H -1.112 -2.389 -3.263
17 H 0.236 -1.262 -1.343
18 H -1.294 -0.930 -0.532
19 H -2.932 1.418 -2.833
20 H 0.284 -0.690 -4.332
21 H -1.644 -0.717 -4.466
22 H -0.121 1.921 -4.926
23 H -0.443 0.719 -6.130
24 H -1.810 1.482 -5.387
25 H 0.220 2.398 -2.849
26 H -0.949 2.075 -0.049
27 H 0.284 3.249 -0.474
28 H -1.163 4.341 -2.123
29 H -1.897 4.300 -0.546
30 H -2.490 3.196 -1.751
31 O 2.021 -4.084 0.625
32 Cl 1.165 -5.067 0.008
33 O 0.540 -5.878 1.025
34 O 1.933 -5.903 -0.880
35 O 0.130 -4.382 -0.755
36 C -7.329 -4.245 2.718
37 C -7.390 -4.006 1.207
38 C -6.401 -4.860 0.405
39 O -5.051 -4.430 0.463
40 C -4.329 -4.794 1.619
41 N -7.223 -2.583 0.939
42 H -6.482 -3.737 3.181
43 H -8.231 -3.855 3.193
44 H -7.261 -5.312 2.954
45 H -8.391 -4.291 0.872
46 H -6.685 -4.777 -0.645
47 H -6.471 -5.926 0.678
48 H -4.624 -5.782 1.988
49 H -4.452 -4.049 2.413
50 H -3.271 -4.823 1.355
51 H -7.381 -2.426 -0.080
52 H -6.237 -2.369 1.074
53 Li 0.843 3.952 -2.734
54 Cl 3.036 4.393 -2.006
55 F -7.985 -2.703 -1.740
56 K -3.484 1.718 -6.361
57 B 5.298 3.363 0.699
58 F 4.239 3.073 1.580
59 F 6.528 3.205 1.412
60 F 5.283 2.482 -0.374
61 F 5.196 4.693 0.257
62 F 10.642 5.262 6.866
63 C 9.826 5.069 5.804
64 C 8.835 5.991 5.520
65 C 8.007 5.781 4.431
66 C 8.164 4.648 3.634
67 C 9.152 3.732 3.929
68 C 9.999 3.947 5.023
69 H 8.722 6.862 6.152
70 H 7.235 6.498 4.195
71 H 7.512 4.477 2.779
72 H 9.271 2.848 3.314
73 H 10.774 3.253 5.259
74 Cs 9.566 2.001 6.059
75 Cl 1.783 -1.253 -3.785

Entry 3:
A structure of composition C18H35BN6PtSi2, computed with ωB97M-V/def2-TZVPD.

E_LUMO (alpha / beta)   0.162 / -1.086 eV
Spin multiplicity   3
Energy relative to the best compared isomer or geometry (same formula, charge and spin)   0.0 kcal per mole
Expectation value of S²   2.005

CARTESIAN COORDINATES (ANGSTROEM)
1 Pt 0.487 0.807 -1.014
2 C -1.025 2.579 1.686
3 Si -0.257 0.904 2.003
4 C 0.132 0.792 3.832
5 C -1.472 -0.490 1.652
6 C 1.270 0.705 0.924
7 C 1.747 -0.701 0.809
8 C 2.394 -1.472 1.772
9 C 2.765 -2.765 1.451
10 C 2.488 -3.269 0.185
11 C 1.841 -2.450 -0.720
12 N 1.477 -1.208 -0.404
13 Si 2.641 2.010 0.983
14 C 4.067 1.346 -0.007
15 C 2.061 3.647 0.286
16 C 3.201 2.344 2.738
17 H -2.094 2.558 1.910
18 H -0.918 2.898 0.646
19 H -0.563 3.338 2.323
20 H -0.798 0.826 4.407
21 H 0.765 1.612 4.168
22 H 0.636 -0.148 4.076
23 H -2.481 -0.172 1.933
24 H -1.221 -1.376 2.242
25 H -1.488 -0.784 0.598
26 H 2.611 -1.046 2.743
27 H 3.276 -3.380 2.180
28 H 2.779 -4.270 -0.099
29 H 1.615 -2.781 -1.726
30 H 3.781 1.186 -1.050
31 H 4.433 0.399 0.397
32 H 4.896 2.058 -0.002
33 H 1.325 3.540 -0.515
34 H 2.914 4.181 -0.142
35 H 1.623 4.276 1.065
36 H 3.469 1.431 3.277
37 H 2.420 2.857 3.303
38 H 4.080 2.995 2.726
39 C -3.656 -3.459 -1.537
40 C -4.823 -2.500 -1.323
41 C -4.916 -2.059 0.135
42 C -4.778 -1.296 -2.259
43 N -3.585 -0.470 -2.064
44 C -2.335 -0.645 -2.482
45 N -1.618 0.380 -2.102
46 N -2.472 1.204 -1.429
47 N -3.645 0.700 -1.405
48 H -3.802 -4.368 -0.953
49 H -2.715 -3.015 -1.202
50 H -3.551 -3.751 -2.585
51 H -5.747 -3.020 -1.596
52 H -4.029 -1.488 0.427
53 H -4.981 -2.925 0.795
54 H -5.792 -1.433 0.310
55 H -5.618 -0.632 -2.067
56 H -4.810 -1.598 -3.306
57 H -1.988 -1.486 -3.057
58 B 3.809 1.540 -4.069
59 C 2.409 1.386 -3.366
60 N 1.387 1.248 -2.836
61 H 4.335 2.525 -3.590
62 H 3.617 1.663 -5.261
63 H 4.427 0.523 -3.814

Entry 4:
A structure of composition C18H35CdN2O8PS, computed with ωB97M-V/def2-TZVPD.

E_LUMO   -5.380 eV
Energy relative to the best compared isomer or geometry (same formula, charge and spin)   0.0 kcal per mole
Charge   +2

CARTESIAN COORDINATES (ANGSTROEM)
1 Cd -0.257 -0.015 0.371
2 O 1.672 2.022 3.915
3 C 0.758 1.554 3.097
4 O 0.621 1.878 1.909
5 C -0.168 0.597 3.814
6 O -0.691 -0.364 2.926
7 C -0.449 -1.738 3.446
8 C 0.309 -2.481 2.414
9 O 0.187 -3.722 2.386
10 O 0.963 -1.739 1.539
11 H 2.226 2.751 3.558
12 H -0.931 1.170 4.369
13 H 0.487 0.144 4.568
14 H -1.396 -2.214 3.675
15 H 0.174 -1.698 4.358
16 C 1.988 3.116 -3.360
17 C 1.251 2.011 -2.593
18 C 0.607 1.049 -3.578
19 C 2.222 1.296 -1.654
20 C 2.972 2.030 -0.732
21 C 3.803 1.418 0.211
22 C 3.897 0.024 0.300
23 C 4.625 -0.668 1.427
24 C 3.174 -0.704 -0.639
25 C 2.304 -0.100 -1.555
26 H 1.293 3.675 -3.963
27 H 2.759 2.693 -4.024
28 H 2.497 3.827 -2.697
29 H 0.506 2.537 -1.971
30 H 1.378 0.573 -4.188
31 H -0.077 1.596 -4.282
32 H 0.022 0.286 -3.087
33 H 2.889 3.130 -0.760
34 H 4.340 2.057 0.924
35 H 3.984 -1.488 1.765
36 H 4.775 0.022 2.238
37 H 5.603 -1.061 1.106
38 H 3.251 -1.796 -0.655
39 H 1.810 -0.710 -2.308
40 C -2.855 3.682 -1.387
41 S -1.847 3.067 0.004
42 C -2.941 3.391 1.379
43 O -1.782 1.530 -0.090
44 H -3.041 4.773 -1.219
45 H -3.806 3.160 -1.396
46 H -2.312 3.515 -2.325
47 H -3.192 4.466 1.366
48 H -2.400 3.160 2.300
49 H -3.840 2.792 1.252
50 N 0.123 -4.205 -0.139
51 C -1.232 -4.209 -0.780
52 P -1.886 -2.471 -0.889
53 O -2.233 -1.970 0.526
54 O -0.819 -1.546 -1.550
55 C -3.565 -2.660 -1.657
56 N -4.518 -2.525 -0.544
57 H 0.123 -4.068 0.958
58 H 0.616 -3.381 -0.490
59 H 0.628 -5.076 -0.334
60 H -1.897 -4.837 -0.170
61 H -1.151 -4.674 -1.768
62 H -3.696 -3.605 -2.201
63 H -3.722 -1.816 -2.367
64 H -3.916 -2.190 0.272
65 H -4.959 -3.407 -0.277
66 H -5.261 -1.856 -0.746

Entry 5:
A cluster of 3 separate species, C18H35F4N4O2S in total, computed with ωB97M-V/def2-TZVPD.

E_LUMO   -5.282 eV
Energy relative to the best compared isomer or geometry (same formula, charge and spin)   0.0 kcal per mole
Charge   +1

CARTESIAN COORDINATES (ANGSTROEM)
1 N 2.625 -0.985 -2.080
2 C 1.375 -0.635 -1.542
3 C 0.205 -0.321 -2.441
4 C -1.052 0.009 -1.816
5 N -1.254 0.036 -0.407
6 S -2.852 0.440 0.134
7 O -3.067 1.844 -0.149
8 O -3.105 0.149 1.528
9 C -4.018 -0.681 -0.843
10 F -4.374 -0.091 -2.020
11 F -5.096 -0.918 -0.050
12 F -3.403 -1.889 -1.122
13 C -0.171 -0.233 0.446
14 F -0.319 -0.177 1.787
15 C 1.152 -0.567 -0.065
16 H 3.185 -1.299 -1.276
17 H 2.556 -1.732 -2.777
18 H 0.345 -0.349 -3.555
19 H -1.913 0.251 -2.502
20 H 1.966 -0.766 0.682
21 C -7.352 4.498 4.298
22 C -7.333 3.116 4.939
23 N -7.646 2.038 4.010
24 C -7.918 0.766 4.670
25 C -6.777 0.110 5.448
26 C -6.815 1.958 2.818
27 C -5.304 1.807 3.009
28 H -8.303 4.687 3.796
29 H -7.220 5.263 5.066
30 H -6.544 4.623 3.573
31 H -8.087 3.122 5.732
32 H -6.362 2.964 5.431
33 H -8.300 0.053 3.933
34 H -8.752 0.924 5.363
35 H -6.037 -0.335 4.782
36 H -7.173 -0.702 6.064
37 H -6.271 0.807 6.118
38 H -6.992 2.857 2.218
39 H -7.174 1.140 2.184
40 H -4.907 2.488 3.765
41 H -4.793 2.031 2.069
42 H -5.031 0.788 3.282
43 C 7.746 -3.808 -4.707
44 C 7.482 -2.312 -4.603
45 N 6.882 -1.912 -3.336
46 C 6.362 -0.550 -3.347
47 C 7.360 0.592 -3.528
48 C 7.609 -2.294 -2.131
49 C 9.052 -1.809 -1.985
50 H 6.837 -4.384 -4.513
51 H 8.089 -4.054 -5.714
52 H 8.521 -4.135 -4.011
53 H 6.792 -2.052 -5.413
54 H 8.415 -1.771 -4.802
55 H 5.788 -0.376 -2.430
56 H 5.623 -0.483 -4.155
57 H 7.942 0.768 -2.623
58 H 6.822 1.521 -3.738
59 H 8.047 0.421 -4.358
60 H 7.611 -3.387 -2.067
61 H 7.040 -1.976 -1.251
62 H 9.633 -1.944 -2.900
63 H 9.551 -2.380 -1.197
64 H 9.100 -0.760 -1.695

Entry 6:
A structure of composition C18H35LiN2O7PSb2, computed with ωB97M-V/def2-TZVPD.

E_LUMO   -3.325 eV
Charge   +1

CARTESIAN COORDINATES (ANGSTROEM)
1 Li 8.630 9.659 16.095
2 O 9.829 13.488 14.674
3 C 9.478 12.290 15.174
4 O 9.509 11.202 14.637
5 C 9.280 12.457 16.667
6 O 8.952 11.214 17.315
7 C 7.786 11.209 18.069
8 C 7.239 9.801 18.056
9 O 7.307 9.042 19.015
10 O 6.802 9.550 16.859
11 H 9.801 13.520 13.672
12 H 8.563 13.246 16.926
13 H 10.287 12.749 17.029
14 H 6.991 11.822 17.590
15 H 7.875 11.655 19.068
16 C 10.711 6.336 11.674
17 Sb 8.708 6.499 12.489
18 C 8.334 4.654 13.524
19 C 7.518 5.672 10.641
20 C 7.938 6.336 9.374
21 C 8.941 5.774 8.527
22 C 9.336 6.371 7.302
23 C 8.883 7.619 6.959
24 C 7.952 8.219 7.815
25 C 7.397 7.593 8.932
26 C 6.167 8.221 9.404
27 Sb 6.320 8.599 11.588
28 C 7.483 10.447 11.453
29 C 4.332 9.312 11.769
30 H 11.235 5.475 12.134
31 H 11.291 7.224 11.880
32 H 10.695 6.119 10.597
33 H 7.635 3.931 13.023
34 H 7.869 4.959 14.483
35 H 9.278 4.156 13.755
36 H 6.454 5.576 10.823
37 H 7.997 4.698 10.631
38 H 9.369 4.806 8.788
39 H 10.019 5.769 6.701
40 H 9.259 8.081 6.093
41 H 7.498 9.200 7.661
42 H 5.278 7.619 9.232
43 H 6.022 9.165 8.934
44 H 7.338 11.070 12.350
45 H 7.198 11.095 10.644
46 H 8.590 10.285 11.406
47 H 3.707 8.572 12.292
48 H 3.855 9.376 10.797
49 H 4.392 10.233 12.333
50 N 11.761 6.724 16.328
51 C 10.550 5.875 16.147
52 P 9.141 7.094 16.102
53 O 8.471 7.344 14.780
54 O 9.718 8.336 16.751
55 C 7.794 6.327 17.185
56 N 6.510 7.045 16.945
57 H 11.460 7.531 16.970
58 H 12.237 7.162 15.537
59 H 12.439 6.143 16.896
60 H 10.517 5.154 17.002
61 H 10.712 5.274 15.232
62 H 8.092 6.337 18.289
63 H 7.636 5.272 16.982
64 H 5.906 7.036 17.798
65 H 5.955 6.748 16.142
66 H 6.716 8.137 16.861